[1]
{"formula": "C41H58BLuN11O5STe", "method": "wB97M-V/def2-TZVPD", "total_charge": -1, "orbital_gap_ev": [5.1, 5.0], "spin_multiplicity": 1, "species": ["Lu", "Te", "S", "O", "O", "O", "O", "O", "N", "N", "N", "N", "N", "N", "N", "N", "N", "N", "N", "C", "C", "C", "C", "C", "C", "C", "C", "C", "C", "C", "C", "C", "C", "C", "C", "C", "C", "C", "C", "C", "C", "C", "C", "C", "C", "C", "C", "C", "C", "C", "C", "C", "C", "C", "C", "C", "C", "C", "C", "C", "B", "H", "H", "H", "H", "H", "H", "H", "H", "H", "H", "H", "H", "H", "H", "H", "H", "H", "H", "H", "H", "H", "H", "H", "H", "H", "H", "H", "H", "H", "H", "H", "H", "H", "H", "H", "H", "H", "H", "H", "H", "H", "H", "H", "H", "H", "H", "H", "H", "H", "H", "H", "H", "H", "H", "H", "H", "H", "H"], "xyz": [[0.1068, -0.0881, -0.8871], [0.6454, -0.0923, 2.4741], [0.1151, 5.1358, 5.8429], [-1.6544, 5.7600, 1.7515], [-1.8444, -0.5460, -0.3777], [-2.8870, 4.3856, 0.5325], [-0.8787, 6.1049, 6.2593], [1.4965, 5.5986, 5.8168], [1.6790, -1.7045, -0.6091], [-0.6760, 1.9095, -3.2335], [-1.1780, -0.5990, -3.9130], [-1.8983, 4.6121, 1.3201], [-3.2843, 2.5135, -4.3242], [-2.8024, 1.2901, -4.6202], [-0.3258, -1.0677, -2.9451], [0.4746, 1.5408, -2.5046], [0.0343, 3.1387, 2.1788], [-0.1551, 1.7587, 0.4187], [-2.9817, -1.4400, 1.3429], [-1.4048, -1.6507, -4.7780], [-0.0577, 3.7459, 6.9634], [0.1813, -4.8529, 1.7907], [3.0207, -1.6579, -1.1902], [0.5290, 3.7776, -2.8739], [-0.6826, 3.2550, -3.3737], [1.2557, -2.7493, 0.2034], [4.1229, -1.1581, -0.2457], [-1.1508, 3.3969, 1.4673], [-0.6290, -4.2843, 0.7777], [-3.8494, 0.5497, -5.2393], [-1.2574, 2.4649, 0.4369], [2.1478, 2.2106, 1.4161], [-0.0204, -2.3088, -3.2470], [-0.1148, -3.2242, 0.0695], [0.6675, 3.8622, 3.3534], [-5.3947, -1.8221, 1.7005], [-0.7639, -2.7845, -4.3549], [-4.0299, -1.5387, 2.3403], [-4.0975, -0.0076, -0.4290], [-4.9869, 1.4009, -5.3022], [2.2794, -4.8666, 3.2439], [4.2717, -0.4893, -3.0661], [-5.2051, 0.4464, 0.5566], [5.4098, -0.0026, -2.1486], [1.9979, -3.4136, 1.2216], [1.2411, 2.6828, -2.3834], [0.6432, 2.1266, 1.5321], [1.4434, -4.3291, 2.0960], [-6.0920, -0.5524, 1.2010], [3.5022, -3.0113, -1.6888], [-4.5586, 2.5921, -4.8066], [0.6681, 3.8030, 8.2537], [5.9214, -2.3888, -1.5307], [-1.8808, -4.9299, 0.3972], [4.8053, -2.9165, -2.4865], [-2.9500, -0.6805, 0.2465], [-0.4335, 4.4814, 4.1626], [4.6913, -1.8544, -3.6216], [2.9944, -0.6025, -2.2962], [5.4341, -1.0503, -0.9569], [-1.3007, 0.9644, -4.2857], [2.5538, 1.8499, 2.3979], [2.8604, -4.0925, 3.7185], [-2.6350, -4.9868, 1.2339], [3.1179, -3.2598, 1.3121], [-5.0567, 3.5537, -4.6071], [0.2053, 2.8122, 6.4401], [-0.1570, -5.8351, 2.1613], [4.1891, -1.8998, 0.5834], [-1.9914, -1.4015, -5.6595], [2.9026, -5.6924, 2.8672], [-5.9338, 1.0294, -5.6457], [3.8916, -2.1654, -4.2350], [-2.0620, -1.7759, 1.6440], [-6.9816, -0.8349, 0.5620], [0.6414, -2.8803, -2.6810], [1.1923, 3.1103, 3.9593], [6.0502, -3.1317, -0.6706], [1.6430, -5.3810, 3.9605], [2.5612, 1.5128, 0.6493], [-0.9779, 5.2853, 3.6198], [-5.3360, -2.5948, 0.9726], [-1.4740, 3.7467, -3.8764], [1.2741, 4.6957, 3.0027], [-0.7982, -3.8016, -4.7469], [6.3404, 0.0412, -2.6353], [-0.7055, 1.1326, -5.3417], [-3.6793, 0.8537, -0.8981], [-6.0036, -2.2190, 2.5244], [6.1237, -0.7017, -0.1572], [2.6309, 0.3666, -1.9247], [3.8262, -0.2158, 0.2230], [5.1108, -3.8913, -2.9092], [2.2624, -0.9357, -3.0112], [3.5381, -3.7367, -0.9039], [-6.5738, -0.1531, 2.1121], [4.2432, 0.1667, -3.9591], [-3.8360, -2.4321, 2.9429], [-2.0300, 2.4782, -0.3295], [-4.6043, 0.8865, 1.3731], [-4.6029, -0.6312, -1.2311], [2.4002, 3.2358, 1.2719], [-5.7686, 1.2489, 0.0168], [0.5459, 2.8801, 8.8175], [-3.6461, -0.3808, -5.7642], [-1.1485, 3.7089, 7.1202], [-3.9591, -0.6913, 3.0010], [2.7996, -3.4587, -2.3831], [1.7246, 3.9750, 8.0642], [-2.2999, -4.3300, -0.4398], [0.8274, 4.8581, -2.8765], [2.2053, 2.6137, -1.9124], [0.3450, 4.6214, 8.8557], [-1.7445, -5.9485, -0.0084], [6.8696, -2.3008, -2.0403], [-0.8083, -2.6155, -0.5348], [5.5932, -1.7731, -4.2685], [-1.1195, 3.6266, 4.4389], [5.1106, 1.0144, -1.8435]]}


[2]
{"formula": "C13H41N2O11S", "method": "wB97M-V/def2-TZVPD", "total_charge": -1, "orbital_gap_ev": 2.7, "spin_multiplicity": 1, "species": ["S", "O", "O", "O", "O", "O", "O", "O", "O", "O", "O", "O", "N", "N", "C", "C", "C", "C", "C", "C", "C", "C", "C", "C", "C", "C", "C", "H", "H", "H", "H", "H", "H", "H", "H", "H", "H", "H", "H", "H", "H", "H", "H", "H", "H", "H", "H", "H", "H", "H", "H", "H", "H", "H", "H", "H", "H", "H", "H", "H", "H", "H", "H", "H", "H", "H", "H", "H"], "xyz": [[9.4512, -0.7578, -0.5999], [9.9031, 4.8776, -2.2630], [-4.0661, 2.2354, -1.7444], [8.9871, -1.0451, -1.9991], [5.3103, 0.7713, -4.7249], [5.6680, 4.9519, -3.1411], [10.2499, 0.4682, -0.6878], [10.2084, -1.8322, -0.0353], [4.2192, 2.1240, -0.0716], [1.7192, -4.8907, 4.4282], [1.8497, -0.5045, -2.4598], [8.2141, -0.4571, 0.1059], [-5.1452, 2.1545, -0.8872], [3.1247, -4.7394, 1.0608], [-4.7629, -0.2084, -0.1784], [2.7143, -5.2005, 3.4442], [0.6708, -5.8650, 4.4711], [-5.0846, 4.5231, -0.3000], [1.3777, -6.3817, 1.4068], [-7.2831, 1.6308, 1.1438], [-7.1581, 0.8616, -0.1659], [-4.2980, 2.9074, 1.4480], [-5.2863, 3.1007, 0.2499], [-5.7508, 0.8194, -0.8951], [-6.8113, 3.0900, 0.8342], [-6.1345, 0.3619, -2.2969], [2.1205, -5.1173, 1.9860], [-4.3364, 3.7615, 2.1240], [1.3971, -4.3020, 1.9932], [-5.7301, 4.5935, -1.1755], [-5.4248, 5.3305, 0.3486], [-7.8386, 1.3594, -0.8567], [-6.6143, -0.6165, -2.2734], [-7.5578, -0.1456, -0.0479], [5.0402, 1.6755, 0.1437], [-7.4821, 3.5523, 0.1101], [3.6432, -4.6302, 3.4474], [0.9404, -0.6689, -2.1424], [5.4865, 5.8593, -3.4546], [2.6288, -4.1468, 0.4104], [0.9598, -6.9088, 4.3478], [8.9632, 4.8886, -2.4581], [6.0184, 0.2801, -4.3018], [5.3560, 1.7028, -4.4972], [4.5372, 0.4379, -4.2637], [-8.2326, 1.6519, 1.6787], [-4.0552, 4.7563, -0.5720], [-4.3725, 1.9436, 1.9517], [-6.8474, 1.1045, -2.6553], [-3.3771, 1.7178, -1.3213], [10.1313, 3.9947, -1.9631], [-3.7440, 0.1782, -0.1993], [0.4793, -6.6731, 1.9509], [-3.2559, 2.9982, 1.1415], [-5.2838, 0.2940, -2.9750], [4.4375, 2.7698, -0.7475], [2.0021, -7.2744, 1.4434], [3.1435, -6.1793, 3.6579], [-4.8274, -1.2167, -0.5874], [0.0905, -5.6988, 5.3787], [-5.1535, -0.2182, 0.8391], [3.6637, -4.0732, 1.5955], [-6.8967, 3.5513, 1.8181], [1.1950, -6.2956, 0.3357], [3.6544, 1.5316, -0.5733], [-0.1052, -5.5611, 3.7686], [10.0136, 5.4810, -1.5245], [-6.6538, 1.3166, 1.9765]]}


[3]
{"formula": "C24H28F3N2O5S2", "method": "wB97M-V/def2-TZVPD", "relative_energy_ev": 0.000, "total_charge": -1, "orbital_gap_ev": 8.9, "spin_multiplicity": 1, "species": ["S", "S", "F", "F", "F", "O", "O", "O", "O", "O", "N", "N", "C", "C", "C", "C", "C", "C", "C", "C", "C", "C", "C", "C", "C", "C", "C", "C", "C", "C", "C", "C", "C", "C", "C", "C", "H", "H", "H", "H", "H", "H", "H", "H", "H", "H", "H", "H", "H", "H", "H", "H", "H", "H", "H", "H", "H", "H", "H", "H", "H", "H", "H", "H"], "xyz": [[-0.0541, 3.1223, -1.1551], [1.0256, 0.6605, -1.8782], [0.0245, -2.4974, 5.9463], [-2.5486, 8.1590, -6.9327], [3.1338, -5.4234, -0.4905], [-0.8347, 4.0109, -1.9787], [-0.2457, -0.0262, -1.9614], [-0.7187, 2.4208, -0.0767], [-2.3647, 1.6444, 3.7040], [2.0534, 0.2365, -2.8022], [0.9032, 2.2393, -2.0316], [-0.9643, -0.1341, 3.4816], [3.2433, -4.6668, -1.6101], [-1.1597, 4.5594, -5.5330], [1.6879, 0.3127, -0.2331], [-2.7923, -4.7300, 5.6611], [-1.1594, -3.0939, 6.2059], [1.1054, -0.9611, 0.3696], [-0.1657, 2.2511, 3.0838], [-1.0557, 4.8696, -6.8815], [-2.2071, 6.6885, -5.1224], [-1.5247, 6.0851, -7.3653], [-2.0901, 6.9674, -6.4687], [-0.1709, -0.7908, 1.1980], [4.4040, -4.7514, -2.3506], [0.1450, -0.6838, 2.6910], [-1.2626, 1.2628, 3.4004], [-1.9124, -2.6363, 7.2676], [-3.1313, -3.2486, 7.5217], [4.5073, -3.9726, -3.4962], [2.3117, -3.0713, -3.1086], [-1.7367, 5.4680, -4.6554], [2.1928, -3.8442, -1.9620], [-3.5730, -4.2941, 6.7230], [3.4676, -3.1360, -3.8753], [-1.5716, -4.1288, 5.3921], [1.8791, -1.4119, 1.0038], [0.2862, -1.6924, 3.0896], [-3.7405, -2.8991, 8.3448], [-1.8083, 5.2111, -3.6082], [-4.5272, -4.7629, 6.9222], [-0.7879, 3.6178, -5.1511], [5.4108, -4.0193, -4.0909], [0.9328, -1.6695, -0.4396], [5.2014, -5.4081, -2.0300], [1.3043, -3.8114, -1.3464], [1.5349, 1.1842, 0.4028], [-1.5485, -1.8165, 7.8715], [-0.9504, -4.4416, 4.5641], [-1.4559, 6.3503, -8.4118], [-3.1363, -5.5391, 5.0305], [1.5113, -2.3992, -3.3876], [0.2596, 2.5793, 4.0376], [-0.8142, -1.6589, 1.0421], [2.7570, 0.1946, -0.4084], [-2.6557, 7.4157, -4.4590], [3.5573, -2.5218, -4.7608], [-0.7435, 0.0756, 0.8567], [0.6387, 1.8499, 2.4744], [-0.7923, -0.3323, 4.4627], [-0.6092, 3.1042, 2.5819], [-0.6029, 4.1636, -7.5662], [0.8359, 3.9347, -0.5416], [1.1022, -0.1648, 2.8404]]}


[4]
{"formula": "C6H9IN", "method": "wB97M-V/def2-TZVPD", "relative_energy_ev": 6.432, "total_charge": 1, "orbital_gap_ev": [6.8, 7.0], "spin_multiplicity": 1, "species": ["I", "N", "C", "C", "C", "C", "C", "C", "H", "H", "H", "H", "H", "H", "H", "H", "H"], "xyz": [[-3.8440, -0.1510, 0.4122], [0.9419, -1.4897, -0.3978], [-0.8102, -0.3336, -0.1580], [-1.4928, 3.2541, 0.1271], [-0.4667, -1.6356, 0.1759], [-1.9156, 0.3930, 0.1354], [0.6450, -0.0199, -0.5223], [1.9001, -2.0582, 0.4433], [2.8204, -1.6977, 0.1228], [-0.5284, 3.2213, -0.2390], [1.8020, -1.9005, 1.5509], [0.8190, 0.5295, -1.4469], [1.1161, 0.7052, 0.1874], [-1.6111, 2.6717, 1.1169], [-2.3108, 3.5865, -0.4869], [1.0512, -1.9567, -1.2827], [1.8839, -3.1183, 0.2620]]}


[5]
{"formula": "C3H2N2O2", "method": "wB97M-V/def2-TZVPD", "relative_energy_ev": 3.940, "total_charge": 0, "orbital_gap_ev": 9.8, "spin_multiplicity": 1, "species": ["O", "O", "N", "N", "C", "C", "C", "H", "H"], "xyz": [[-1.9384, -0.3732, -1.4354], [1.5050, 0.2925, -1.3816], [1.5747, -0.9824, 0.5999], [-0.8736, 1.0263, 0.2824], [-1.4334, -0.0596, -0.3397], [-0.8335, -0.0854, 0.9952], [1.5086, -0.4123, -0.4654], [0.8690, -1.3335, 1.2417], [-0.3782, 1.9276, 0.5028]]}


[6]
{"formula": "C3H4N2O", "method": "wB97M-V/def2-TZVPD", "relative_energy_ev": 3.771, "total_charge": 0, "orbital_gap_ev": 9.1, "spin_multiplicity": 1, "species": ["O", "N", "N", "C", "C", "C", "H", "H", "H", "H"], "xyz": [[-0.6227, 1.0807, -0.7307], [-1.9621, 1.1510, 1.2737], [-0.1495, -0.4411, 0.9384], [0.0582, 0.1487, -0.3251], [1.1784, -0.4718, -1.1115], [-1.1336, 0.2437, 1.4051], [2.1009, -0.4230, -0.5267], [-1.7302, 0.1960, 2.4211], [1.3043, 0.0449, -2.0625], [0.9562, -1.5291, -1.2819]]}